Entry from the Open Molecules 2025 dataset: 4 unconnected molecules or ions with the total composition C3H13NO3 at a distorted geometry (ωB97M-V with the def2-TZVPD basis set).

The value obtained for the maximum force is 4.25 eV/Å. The HOMO energy comes out at -7.83 eV. The energy above the lowest of the compared OMol25 structures with the same formula, charge and spin is 246.6 kJ/mol. As for the structure (SMILES): C=CNC.O.O.O. The value obtained for the energy is -10952.216 eV.

The geometry in ORCA input format:
```
! RIJCOSX wB97M-V def2-TZVPD def2/J DEFGRID3
* xyz 0 1
C -0.99 -2.27 0.93
C -1.55 -1.74 -0.14
N -1.20 -0.46 -0.75
C -1.69 -0.34 -2.20
H -1.46 -2.72 1.78
H 0.02 -2.01 1.14
H -2.37 -2.25 -0.74
H -1.42 0.41 -0.25
H -2.60 -0.89 -2.44
H -0.94 -1.02 -2.75
H -1.67 0.72 -2.55
O 3.49 -0.30 0.64
H 3.07 -0.21 1.47
H 2.94 -0.97 0.20
O -0.94 1.75 0.93
H -1.38 2.51 1.21
H 0.08 2.08 0.98
O 1.87 2.23 0.43
H 2.35 1.43 0.07
H 1.74 2.79 -0.39
*
```